100
Properties=species:S:1:pos:R:3 method="wB97M-V/def2-TZVPD" e_tot_ha=-4704.133536 e_above_lowest_ev=0.870 gap_ev="5.023 / 5.017"
H -3.40 -2.38 -0.39
H -2.94 3.49 -2.54
C -0.05 -3.93 0.77
H -0.18 -4.92 -3.20
C -0.11 -2.56 0.53
H 1.68 2.83 4.97
N 2.68 -3.32 -1.14
N 2.17 -0.33 -2.38
H 1.06 -4.78 -4.38
C 0.48 -1.29 4.75
C 3.59 2.32 0.40
C -3.68 0.98 -2.41
C -0.93 2.71 -2.34
C -1.58 4.49 -3.84
C -1.41 2.60 0.48
C 0.71 3.76 -3.77
H -6.68 -0.22 -1.41
H 0.87 -4.40 1.09
S -0.84 -0.13 -3.71
C 4.54 2.15 1.40
C 4.00 -4.13 0.68
C 0.64 -0.81 2.40
H -2.00 2.28 5.46
H -5.50 0.55 -3.45
H -1.44 -0.96 -0.03
C 1.68 -2.31 -3.89
H -3.29 5.16 1.67
H 1.65 2.90 3.21
C 1.09 3.15 4.11
H 3.58 3.22 -0.19
C 2.61 0.15 0.90
O 2.45 -2.34 0.93
H -0.43 2.45 6.28
C -5.00 0.14 -0.13
C 0.09 0.03 5.01
H 1.91 1.49 -0.61
C 0.37 2.82 -2.80
C -4.99 0.55 -2.49
H 4.84 -3.54 1.06
C -1.97 3.96 2.86
C 0.23 0.47 2.71
H -1.11 -5.80 0.80
C -2.38 -4.19 0.18
C 0.76 -1.70 3.45
S -2.07 -1.58 -3.92
C -1.34 -2.04 0.12
N 0.38 -4.33 -3.78
O 0.03 -2.72 -2.25
S -2.79 0.62 -6.13
H -3.20 0.60 0.92
C -3.69 0.58 -0.05
C -1.91 3.56 -2.87
H 5.27 2.92 1.59
C -3.01 1.01 -1.19
S -3.25 -1.09 -5.47
H 3.57 -0.88 2.53
P -1.25 1.50 -1.00
C -1.02 2.77 5.41
P 1.17 -1.16 0.66
C -0.28 2.45 4.12
H -3.17 1.31 -3.32
C -5.66 0.12 -1.35
H 1.07 -2.72 3.26
H -1.17 3.85 5.52
H -2.35 5.14 -4.25
Ru 0.15 -0.49 -1.42
C 2.97 -3.20 0.10
C 2.65 1.32 0.16
C -2.31 3.67 0.50
H -2.22 4.48 3.78
O 3.34 -4.85 -2.75
C 4.52 0.98 2.16
H 1.14 2.14 -2.44
H 5.38 -4.89 -0.87
H 1.73 3.82 -4.13
H -3.25 -4.82 0.05
C -1.05 2.92 2.89
C -1.17 -4.73 0.60
C 4.34 -4.98 -0.54
C 2.02 -1.20 -3.14
H 5.25 0.84 2.95
C 2.28 -2.65 -5.13
C 3.43 -4.42 -1.63
C -2.58 4.34 1.67
H 3.59 -4.68 1.52
H -0.01 5.33 -5.04
N 2.70 -2.95 -6.16
H -0.10 0.33 6.04
C -2.47 -2.83 -0.07
H 0.57 -1.99 5.57
H 4.13 -6.04 -0.41
C 0.69 -3.12 -3.25
O 0.12 1.30 1.62
H -5.50 -0.19 0.77
H 0.97 4.23 4.16
C -0.27 4.60 -4.29
H -2.84 3.95 -0.41
C 3.57 0.00 1.91
C -0.78 2.30 1.67
C -0.03 0.95 3.98